The following is a quantum chemistry calculation of a structure of composition C3H5NiO4, from the Open Molecules 2025 dataset.

Calculated values
- spin multiplicity = 4
- expectation value of S² = 3.756
- HOMO level (alpha / beta) (eV) = -7.45 / -10.38
- charge = 0
- Kohn-Sham gap (alpha / beta) (eV) = 8.04 / 9.12

Cartesian coordinates (Å):
H  0.561  -0.098  -1.057
C  0.447  0.994  -0.676
C  -0.336  0.702  0.580
O  -0.291  1.565  -1.683
H  1.274  1.669  -0.372
H  -1.212  1.347  0.718
H  0.256  0.919  1.480
Ni  -1.140  2.958  -2.140
O  -0.821  -0.721  0.748
C  0.116  -1.632  0.770
O  1.316  -1.413  0.733
O  -0.402  -2.791  0.367
H  0.231  -3.500  0.533

---

The following is a quantum chemistry calculation of the ion C3H5O2 with charge -1, from the Open Molecules 2025 dataset.

Calculated values
- HOMO level (eV) = -3.68
- charge = -1
- Kohn-Sham gap (eV) = 8.14

Cartesian coordinates (Å):
C  0.200  -1.746  0.533
C  -0.719  -0.674  -0.052
C  -0.015  0.680  -0.203
O  0.921  0.728  -1.031
O  -0.398  1.596  0.565
H  1.136  -1.748  -0.006
H  -0.261  -2.733  0.499
H  0.485  -1.414  1.534
H  -1.250  -0.975  -0.965
H  -1.600  -0.605  0.605

---

The following is a quantum chemistry calculation of a cluster of 2 separate species, C3H5O2 in total, from the Open Molecules 2025 dataset.

Calculated values
- HOMO level (eV) = -3.98
- charge = -1
- Kohn-Sham gap (eV) = 8.35

Cartesian coordinates (Å):
C  0.447  -0.611  -1.350
C  0.044  -1.663  -0.657
H  0.401  0.380  -0.907
H  0.889  -0.708  -2.338
H  -0.340  -1.538  0.347
H  0.023  -2.669  -1.071
O  -0.133  0.469  1.595
C  -0.367  1.693  1.484
O  -0.527  2.376  0.447
H  -0.437  2.273  2.451

---

The following is a quantum chemistry calculation of the ion C3H5O2S with charge -1, from the Open Molecules 2025 dataset.

Calculated values
- HOMO level (eV) = -4.04
- charge = -1
- Kohn-Sham gap (eV) = 7.29

Cartesian coordinates (Å):
O  0.328  1.709  1.353
C  0.190  0.495  1.609
O  0.147  -0.073  2.723
C  0.132  -0.507  0.370
C  -0.608  0.126  -0.775
S  -0.126  -0.620  -2.435
H  -0.387  -1.343  0.808
H  1.174  -0.732  0.211
H  -0.315  1.152  -0.884
H  -1.676  0.004  -0.692
H  1.141  -0.211  -2.288

---

The following is a quantum chemistry calculation of a cluster of 2 separate species, C3H5O3 in total, from the Open Molecules 2025 dataset.

Calculated values
- HOMO level (eV) = -3.98
- charge = -1
- Kohn-Sham gap (eV) = 7.85

Cartesian coordinates (Å):
O  -1.098  2.312  -0.667
C  -0.759  1.148  -0.455
C  -1.626  -0.041  -0.694
H  0.208  1.065  0.214
H  -2.032  -0.370  0.215
H  -0.943  -0.821  -1.173
H  -2.516  0.199  -1.150
O  2.566  -0.967  2.176
C  2.133  -0.871  0.970
O  1.134  -1.298  0.234
H  2.932  -0.356  0.331

---

The following is a quantum chemistry calculation of a cluster of 2 separate species, C3H5O3 in total, from the Open Molecules 2025 dataset.

Calculated values
- HOMO level (eV) = -4.90
- charge = -1
- Kohn-Sham gap (eV) = 9.06

Cartesian coordinates (Å):
C  -2.113  -1.098  -1.825
C  -1.111  -1.250  -0.950
O  -1.154  -0.810  0.314
H  -2.105  -1.691  -2.730
H  -3.036  -0.604  -1.552
H  -0.110  -1.571  -1.246
H  -0.218  -0.419  0.526
O  1.229  0.003  0.587
C  1.283  1.273  0.671
O  1.988  1.966  1.401
H  0.589  1.783  -0.048

---

The following is a quantum chemistry calculation of a cluster of 2 separate species, C3H5O3 in total, from the Open Molecules 2025 dataset.

Calculated values
- spin multiplicity = 3
- expectation value of S² = 2.005
- HOMO level (alpha / beta) (eV) = -13.87 / -16.62
- charge = +1
- Kohn-Sham gap (alpha / beta) (eV) = 10.51 / 5.07

Cartesian coordinates (Å):
C  0.347  0.873  -0.781
C  -3.623  0.159  -0.076
C  0.125  -0.760  0.879
O  -4.616  0.089  0.563
O  -2.625  0.230  -0.690
O  0.223  0.612  0.404
H  0.378  0.002  -1.524
H  0.100  1.913  -0.981
H  0.937  -1.084  1.762
H  -0.713  -0.838  1.510
H  0.077  -1.391  0.019

---

The following is a quantum chemistry calculation of the molecule C3H5O3P, from the Open Molecules 2025 dataset.

Calculated values
- HOMO level (eV) = -9.15
- charge = 0
- Kohn-Sham gap (eV) = 9.26

Cartesian coordinates (Å):
O  -1.896  -1.421  0.020
C  -1.013  -0.692  0.222
C  0.318  -0.330  0.734
P  1.691  -1.051  -0.275
C  -0.550  0.663  0.032
O  -1.150  1.831  0.390
O  -0.051  0.731  -1.607
H  0.461  -0.205  1.767
H  1.419  -2.284  0.191
H  2.593  -0.665  0.696
H  -0.890  2.533  -0.221
H  -0.930  0.888  -1.949

---

The following is a quantum chemistry calculation of a structure of composition C3H5O3Pt, from the Open Molecules 2025 dataset.

Calculated values
- spin multiplicity = 3
- expectation value of S² = 2.018
- HOMO level (alpha / beta) (eV) = -12.47 / -12.97
- charge = +1
- Kohn-Sham gap (alpha / beta) (eV) = 7.05 / 4.95

Cartesian coordinates (Å):
H  1.106  -0.371  -1.457
C  -0.045  0.510  -0.920
C  1.344  0.427  -0.394
O  0.057  -0.129  0.834
C  -1.067  -0.647  1.132
O  -1.412  -0.310  2.350
H  -0.249  1.590  -1.061
H  1.580  1.154  0.395
H  -2.337  -0.542  2.497
H  2.074  0.871  -1.085
Pt  -2.004  -1.302  -0.700
O  -1.029  -0.193  -1.480

---

The following is a quantum chemistry calculation of a structure of composition C3H5O3Sr, from the Open Molecules 2025 dataset.

Calculated values
- HOMO level (eV) = -13.91
- charge = +1
- Kohn-Sham gap (eV) = 8.49

Cartesian coordinates (Å):
H  -1.969  1.143  1.088
O  1.576  0.324  -0.427
C  1.076  -0.847  -0.403
C  -0.948  0.776  0.749
O  1.807  -1.815  -0.033
O  -0.184  -1.071  -0.653
C  -1.119  0.028  -0.556
Sr  3.817  -0.575  0.101
H  -0.362  1.695  0.620
H  -0.622  0.106  1.555
H  -0.970  0.684  -1.421
H  -2.103  -0.448  -0.620

---

The following is a quantum chemistry calculation of a structure of composition C3H5O4Pt, from the Open Molecules 2025 dataset.

Calculated values
- spin multiplicity = 3
- expectation value of S² = 2.005
- HOMO level (alpha / beta) (eV) = -14.20 / -14.83
- charge = +1
- Kohn-Sham gap (alpha / beta) (eV) = 9.34 / 8.20

Cartesian coordinates (Å):
O  -1.586  0.555  0.109
C  -0.737  1.293  -0.590
C  -1.282  -0.854  0.121
O  -0.570  2.470  -0.409
O  0.338  0.513  -0.864
C  -0.063  -0.979  -0.767
H  -2.156  -1.386  -0.263
H  -0.912  -1.022  1.242
H  -0.138  -1.240  -1.825
H  0.703  -1.632  -0.343
O  1.909  0.540  1.505
H  2.636  0.579  2.124
Pt  1.858  1.163  -0.040

---

The following is a quantum chemistry calculation of a structure of composition C3H5O4Yb, from the Open Molecules 2025 dataset.

Calculated values
- HOMO level (eV) = -12.71
- charge = +1
- Kohn-Sham gap (eV) = 7.91

Cartesian coordinates (Å):
O  -1.953  -0.146  0.319
C  -0.991  0.727  0.449
C  -1.399  -1.483  0.353
O  -0.966  1.780  -0.183
O  0.109  0.153  0.866
C  0.117  -1.232  0.436
Yb  0.862  3.116  -1.393
H  -1.704  -1.961  -0.584
H  -1.805  -2.027  1.209
H  0.542  -1.643  -0.486
H  1.052  -1.604  1.055
O  2.802  2.505  -0.821
H  3.334  1.816  -1.220

---

Relative energy (zero: lowest compared OMol25 entry of this formula, charge and spin) in kcal per mole, matching the order above: 24.5, 2.9, 23.6, 4.2, 25.9, 7.5, 14.8, 119.5, 176.7, 0.0, 9.8, 42.4
Electronic energy in Eh, matching the order above: -1926.44089, -267.84373, -267.81085, -666.03898, -343.04675, -343.07609, -342.50887, -684.23546, -461.58052, -373.57380, -537.07110, -1576.69666
Max |F| in eV/Å, matching the order above: 3.68, 1.57, 0.41, 2.07, 3.71, 1.11, 6.89, 5.14, 14.41, 2.19, 10.45, 3.77